1.
The following is a quantum chemistry calculation of C54H42BI4N8OS3W as an isolated structure, from the OMol25 dataset.

- Orbital gap (alpha / beta): 5.8 / 5.7 eV
- ΔE to the lowest compared entry with this formula, charge and spin: 0.0 kJ/mol
- Net charge: +1

```
114
Properties=species:S:1:pos:R:3:forces:R:3:mulliken_charge:R:1
W 0.018727 -0.156507 0.099465 -0.271 0.562 -0.180 1.3524
I -1.542558 -4.528999 -8.420521 -0.004 -0.010 -0.029 0.1191
C -1.155445 -3.795212 -6.510809 0.003 0.010 0.036 -0.1367
C -0.959099 -4.680366 -5.459720 0.007 0.004 -0.008 -0.7335
C -0.705478 -4.186495 -4.188520 0.001 -0.005 0.016 0.1274
C -0.645500 -2.815821 -3.960922 -0.010 0.018 -0.014 -1.2027
C -0.837604 -1.939861 -5.024078 -0.011 -0.009 0.004 0.0132
C -1.096103 -2.425375 -6.297785 0.006 0.009 -0.010 -0.7066
C -0.365339 -2.266062 -2.603541 0.049 -0.023 0.020 0.9798
C -1.369703 -2.257245 -1.660230 -0.020 -0.007 -0.009 0.9090
C -2.600847 -2.974051 -1.808941 0.004 0.006 -0.016 -1.7788
C -3.165017 -3.033746 -0.584815 0.005 -0.019 0.018 -1.6193
C -2.324019 -2.292663 0.311720 0.015 0.017 -0.029 0.9903
C -2.585503 -2.136131 1.656801 0.058 -0.016 0.044 0.5643
C -3.732366 -2.885278 2.247094 -0.010 0.038 -0.010 -0.0805
C -3.704714 -4.277044 2.275993 0.001 -0.004 0.005 -0.2745
C -4.761816 -5.000210 2.806897 0.002 -0.007 -0.002 -0.7797
C -5.865668 -4.329133 3.313380 0.023 0.029 -0.015 -0.1865
I -7.461649 -5.405729 4.103297 -0.022 -0.015 0.012 0.1286
C -5.908545 -2.942002 3.298537 -0.003 -0.009 0.008 -0.8637
C -4.843361 -2.228228 2.770330 -0.005 -0.008 0.005 -0.0454
C -1.816322 -1.313547 2.472223 -0.035 -0.001 -0.030 0.7529
N -0.708320 -0.600248 2.089757 -0.067 -0.078 0.241 0.0987
C -0.347399 0.104384 3.216915 0.067 -0.014 -0.005 0.4071
C 0.861726 0.739582 3.389763 0.011 0.003 -0.013 1.6341
C 1.048752 1.563852 4.612775 -0.032 0.002 -0.017 -0.7082
C 1.921226 1.194924 5.631876 0.015 0.015 0.023 -0.0059
C 2.048566 1.976991 6.770110 0.005 -0.004 -0.004 -0.7970
C 1.299954 3.139721 6.893727 0.000 -0.025 -0.039 -0.1580
I 1.497745 4.320630 8.595571 0.001 0.021 0.029 0.1280
C 0.414527 3.513646 5.892652 0.002 -0.007 0.012 -0.7892
C 0.288356 2.721101 4.761744 0.000 0.012 -0.002 -0.1981
C 1.917456 0.544091 2.502893 0.033 0.039 -0.003 0.7012
C 3.254726 0.948015 2.789385 -0.008 -0.016 0.009 -1.7818
C 4.027904 0.484303 1.778608 -0.011 -0.002 -0.007 -1.5898
C 3.155440 -0.161161 0.853381 0.012 0.026 0.011 0.5444
N 1.847906 -0.111537 1.288770 0.188 0.023 0.200 -0.3419
C 3.608221 -0.722965 -0.332790 -0.006 -0.044 -0.028 0.8586
C 2.750327 -1.278780 -1.251923 -0.033 0.060 0.034 0.1886
C 3.171471 -1.902449 -2.466571 -0.009 -0.026 -0.031 -1.5788
C 2.049553 -2.273022 -3.124442 0.021 0.000 0.010 -1.8034
C 0.944908 -1.913941 -2.291657 -0.014 0.006 0.000 0.9926
N 1.369319 -1.281272 -1.147338 0.160 -0.163 -0.211 0.4524
C 5.069902 -0.723748 -0.616883 -0.002 0.021 0.014 -0.3665
C 5.590068 0.076473 -1.628593 0.016 -0.008 -0.014 0.1510
C 6.951286 0.090702 -1.894173 -0.001 0.000 -0.002 -0.7953
C 7.802451 -0.709299 -1.144870 -0.041 -0.002 0.011 -0.1079
I 9.845925 -0.696479 -1.537779 0.032 0.000 -0.007 0.1287
C 7.297869 -1.518739 -0.136076 0.012 0.008 -0.005 -0.6913
C 5.936154 -1.519604 0.125787 -0.008 -0.015 0.004 -0.2812
C -1.257465 -0.141587 4.295644 -0.034 -0.006 -0.001 -1.9968
C -2.135698 -1.061832 3.849506 0.012 -0.003 -0.014 -1.8183
N -1.246355 -1.760461 -0.374261 -0.110 -0.198 -0.038 0.1428
H -1.000350 -5.747523 -5.629598 -0.001 0.003 0.004 0.4122
H -0.546711 -4.874679 -3.366435 -0.004 0.004 -0.004 0.5401
H -0.792858 -0.872036 -4.846539 0.000 0.000 0.000 0.4820
H -1.249587 -1.738474 -7.118879 -0.003 -0.004 0.002 0.4190
H -2.948875 -3.419036 -2.726418 0.008 0.004 0.005 0.6697
H -4.075626 -3.534375 -0.299586 0.011 -0.002 -0.001 0.6992
H -2.841201 -4.801616 1.884803 -0.005 0.002 0.000 0.5129
H -4.722699 -6.080656 2.827887 0.002 0.004 -0.001 0.4102
H -6.766502 -2.418081 3.697268 0.003 -0.002 0.000 0.3983
H -4.879818 -1.145655 2.774504 0.002 -0.007 0.005 0.6465
H 2.494880 0.280053 5.546780 -0.007 -0.002 -0.007 0.6016
H 2.722962 1.676038 7.560036 -0.001 0.003 -0.003 0.4191
H -0.178937 4.411815 5.995604 0.000 -0.002 0.001 0.4227
H -0.416353 2.998468 3.985886 0.009 -0.001 0.006 0.5531
H 3.567543 1.493384 3.663223 -0.008 -0.004 0.007 0.6724
H 5.096111 0.570392 1.666463 -0.015 0.002 -0.009 0.6120
H 4.196933 -2.057563 -2.758529 -0.005 0.009 0.006 0.6143
H 1.967975 -2.787771 -4.067453 -0.004 -0.003 0.008 0.5553
H 4.923159 0.695414 -2.217552 0.012 0.002 0.010 0.4924
H 7.345138 0.719849 -2.680640 0.001 -0.003 0.003 0.4015
H 7.961262 -2.147331 0.441891 -0.004 0.002 -0.001 0.4108
H 5.540927 -2.151909 0.911787 0.003 0.002 -0.005 0.5072
H -1.171771 0.274466 5.285791 0.005 -0.001 -0.010 0.5963
H -2.921761 -1.547260 4.401351 -0.005 0.002 -0.001 0.6810
C 2.212998 1.721233 -2.973303 0.000 0.019 -0.006 -0.9448
N 1.107187 2.652705 -2.850347 -0.029 0.012 -0.023 0.3363
C 1.160480 4.005222 -3.082654 -0.015 0.001 0.012 -0.3664
C -0.067579 4.492830 -2.784690 0.021 0.011 -0.006 -1.0717
N -0.856778 3.449215 -2.359148 -0.002 -0.019 -0.006 0.5732
B -2.310795 3.746272 -1.818720 -0.001 -0.019 -0.040 0.1870
N -3.163735 2.462233 -1.686336 -0.019 0.004 0.034 0.0883
C -4.206716 2.197348 -2.542843 -0.003 -0.006 -0.002 -0.6491
C -4.908689 1.157898 -2.045783 -0.011 0.005 -0.008 -0.6617
N -4.281375 0.785695 -0.878918 0.019 -0.024 -0.003 0.4685
C -4.831857 -0.176210 0.055304 -0.012 0.045 -0.004 -0.4913
C -3.202443 1.577355 -0.676565 -0.023 0.014 -0.034 -0.3662
S -2.120101 1.423910 0.673024 0.015 -0.018 -0.004 -0.0970
C -0.130327 2.333346 -2.407549 0.019 0.012 0.000 -0.6016
S -0.627383 0.687146 -2.181369 0.036 -0.067 0.054 -0.0631
H 3.061149 2.255900 -3.396053 -0.006 -0.011 -0.011 0.4522
H 1.940499 0.890812 -3.621743 -0.006 -0.007 0.002 0.2614
H 2.470451 1.330944 -1.989408 0.006 0.007 0.012 0.2111
H 2.043594 4.487776 -3.463394 -0.009 -0.005 0.002 0.5379
H -0.457652 5.493184 -2.856454 0.004 -0.010 0.006 0.5541
H -2.220466 4.280586 -0.748095 -0.018 0.012 -0.019 -0.0686
H -2.838615 4.456813 -2.634367 -0.007 -0.001 0.000 -0.2177
H -4.366600 2.791679 -3.423871 0.002 -0.004 0.012 0.5689
H -5.797973 0.664581 -2.395672 0.009 0.004 0.004 0.5134
H -4.963839 -1.139614 -0.431920 -0.007 0.013 0.008 0.4319
H -5.791297 0.183634 0.426128 -0.004 0.005 -0.004 0.5146
H -4.133994 -0.270894 0.878415 -0.019 0.005 -0.007 -0.5292
C 0.069727 4.472235 0.715946 -0.014 0.001 0.026 -1.1601
S 1.081879 3.064138 1.109164 -0.053 -0.075 0.119 1.1922
C 2.659288 3.738921 0.622890 0.033 0.009 0.007 -0.8661
O 0.821095 2.007635 0.037469 0.070 -0.098 -0.123 -0.7116
H 0.320379 5.253209 1.435979 0.002 -0.012 -0.005 0.6357
H -0.964746 4.159538 0.833336 0.021 0.013 0.026 0.2665
H 0.251371 4.803506 -0.304312 0.023 -0.002 0.007 0.3348
H 2.897074 4.576871 1.278430 -0.001 -0.007 -0.009 0.5070
H 2.593095 4.063535 -0.415652 -0.004 -0.002 0.001 0.2525
H 3.400284 2.951303 0.744079 -0.005 0.006 -0.005 0.1011
```
Positions in Å, forces in eV/Å.

=====

2.
The following is a quantum chemistry calculation of one molecule with the formula C5H12NO at a distorted geometry, from the OMol25 dataset.

- Orbital gap (alpha / beta): 10.1 / 7.8 eV
- ΔE to the lowest compared entry with this formula, charge and spin: 74.3 kJ/mol
- Net charge: 0
- Multiplicity: 2
- Expectation value of S²: 0.754

```
19
Properties=species:S:1:pos:R:3:forces:R:3:lowdin_spin:R:1
C -1.425687 -1.453766 -1.385101 0.705 0.280 0.339 0.0002
N -1.230358 0.009445 -1.515578 1.078 -0.533 0.093 0.0054
C -0.356862 0.548616 -0.447921 0.643 0.300 -0.125 0.0043
C 0.995637 -0.210018 -0.299671 -0.965 0.242 1.034 0.0282
C 1.888155 0.428466 0.792958 0.320 -0.682 -1.401 0.1024
O 1.493769 0.217165 2.051607 -0.162 0.270 0.512 0.7698
C -1.093761 0.656686 0.882955 -0.172 -0.948 -0.319 0.0097
H -0.545361 -2.028467 -1.676570 0.236 -0.004 -0.172 0.0001
H -1.554137 -1.715117 -0.333531 -0.642 -0.024 -0.154 0.0000
H -2.219554 -1.784221 -2.033963 -0.563 -0.059 0.141 0.0001
H -0.613178 0.091664 -2.318471 -0.495 0.248 -0.466 0.0000
H -0.001189 1.526873 -0.810532 -0.677 0.112 0.180 0.0002
H 1.527604 -0.150887 -1.242185 0.161 -0.290 -0.254 -0.0004
H 0.799131 -1.237426 0.022563 0.215 -0.027 -0.301 -0.0002
H 2.181601 1.446624 0.491446 -0.126 0.170 0.472 0.0039
H 2.810975 -0.187940 0.722633 0.193 0.148 0.114 0.0700
H -0.630781 1.388259 1.535274 -0.112 0.055 0.171 0.0031
H -2.164845 0.833933 0.748560 0.248 0.442 -0.135 0.0021
H -1.048450 -0.334670 1.354153 0.115 0.298 0.272 0.0012
```
Positions in Å, forces in eV/Å.

=====

3.
The following is a quantum chemistry calculation of C4H4Br12 as an isolated structure at a distorted geometry, from the OMol25 dataset.

- Orbital gap: 9.8 eV
- ΔE to the lowest compared entry with this formula, charge and spin: 59.5 kJ/mol
- Net charge: 0

```
20
Properties=species:S:1:pos:R:3:forces:R:3:nbo_charge:R:1
C 1.113558 -2.803521 3.730489 -2.348 2.162 0.343 -0.5622
Br 1.853864 -3.705796 2.268108 0.288 -0.333 -0.293 0.1469
Br 2.370873 -1.818420 4.807014 0.067 -0.409 0.037 0.1017
Br -0.217641 -3.792476 4.719837 0.294 -0.850 0.534 0.0787
H 0.342064 -2.030139 3.442064 1.722 -0.598 -0.606 0.2451
C -3.343852 2.155754 -3.267324 1.803 -0.223 1.293 -0.5562
Br -2.872374 2.307749 -5.192384 0.095 -0.259 1.262 0.0769
Br -4.928917 1.144234 -3.069736 -0.386 -0.291 0.047 0.1128
Br -3.515828 3.921341 -2.481338 -0.100 0.051 -0.159 0.0681
H -2.545918 1.679691 -2.530164 -1.429 0.756 -2.450 0.2767
C 2.929343 1.407966 0.610434 -0.262 0.156 0.333 -0.5126
Br 4.499509 2.184115 1.466455 -0.641 -0.245 -0.391 0.1012
Br 2.654031 -0.420702 1.107080 0.188 -0.364 0.111 0.0848
Br 2.845362 1.627812 -1.272151 0.365 0.045 -0.681 0.1026
H 2.016487 1.894384 0.912960 0.261 0.393 0.611 0.2254
C -0.485559 -0.725956 -0.989183 -0.665 -0.520 -0.971 -0.4680
Br -0.835347 -2.521541 -0.284790 -0.206 0.774 -0.225 0.0849
Br -1.531274 0.702668 -0.232044 0.386 -0.254 0.773 0.1005
Br -0.930420 -0.564888 -2.925652 0.699 -0.613 0.650 0.0622
H 0.582038 -0.642278 -0.819675 -0.131 0.621 -0.217 0.2306
```
Positions in Å, forces in eV/Å.

=====

4.
The following is a quantum chemistry calculation of a 4-piece molecular cluster, C4H14O3 overall at a distorted geometry, from the OMol25 dataset.

- Orbital gap: 9.8 eV
- ΔE to the lowest compared entry with this formula, charge and spin: 152.0 kJ/mol
- Net charge: 0
- SMILES: C=CCC.O.O.O

```
21
Properties=species:S:1:pos:R:3:forces:R:3:nbo_charge:R:1
C -2.439143 -1.820085 2.284088 0.775 -0.498 0.165 -0.4070
C -1.763465 -2.297722 1.236683 -0.620 0.166 0.579 -0.1730
C -0.976035 -1.444458 0.298215 0.398 0.035 -1.290 -0.4520
C -1.692748 -0.161076 -0.223365 0.618 -0.589 1.463 -0.5885
H -3.157982 -2.448054 2.786229 0.166 -0.171 0.353 0.1957
H -2.143023 -0.910213 2.787605 -0.600 0.606 -0.441 0.1924
H -1.841697 -3.371841 1.101620 -0.232 0.071 -0.735 0.1991
H -0.739961 -1.949328 -0.644013 -0.060 -0.753 0.395 0.2030
H 0.016386 -1.205788 0.684836 -0.075 0.241 0.210 0.2063
H -2.769647 -0.286523 -0.168204 -0.072 0.035 -0.174 0.2134
H -1.353837 0.009102 -1.234432 -0.114 0.421 -0.130 0.1954
H -1.389035 0.639692 0.449325 -0.281 0.421 -0.380 0.2120
O 2.609828 -0.575166 0.174318 0.042 -0.413 -0.003 -0.9436
H 3.041511 -1.310548 -0.275097 0.117 0.104 -0.129 0.4708
H 2.296987 -0.997382 0.984707 -0.081 0.316 -0.005 0.4774
O 1.707874 4.077243 -0.829326 -0.127 0.004 0.212 -0.9583
H 1.535942 3.160578 -1.085020 0.067 0.088 -0.203 0.4911
H 2.420163 4.400545 -1.386024 -0.018 -0.189 -0.083 0.4647
O 1.092631 1.147387 -2.006017 0.102 0.978 -0.050 -0.9781
H 1.715235 0.550955 -1.580142 -0.406 -0.503 -0.012 0.4985
H 0.403330 0.706724 -2.510248 0.403 -0.370 0.259 0.4806
```
Positions in Å, forces in eV/Å.